No. 1
51
Properties=species:S:1:pos:R:3:forces:R:3:lowdin_charge:R:1 method="wB97M-V/def2-TZVPD" homo_lumo_gap_ev=8.719 e_tot_ha=-1177.93204 smiles="NC(N)=O.NC(N)=O.NC(N)=O.CCO.CO.CO.CO" e_above_lowest_kj_mol=349.3
N -5.91000 -23.21690 -4.53752 3.525 0.275 -2.501 0.16
C -7.17869 -23.52213 -4.34844 -3.802 -0.922 -6.395 -0.67
N -7.53243 -23.39994 -3.13312 -2.105 0.255 5.514 0.17
O -8.11181 -23.78949 -5.27966 4.486 1.054 3.307 -0.10
H -5.54999 -23.38318 -5.47491 -0.425 0.094 0.201 0.12
H -5.09112 -23.09798 -3.89564 -1.745 -0.496 -0.123 0.08
H -8.48455 -23.62480 -2.96182 -0.736 -0.170 0.006 0.12
H -6.95481 -23.63932 -2.33757 0.088 -0.110 -0.582 0.06
N -6.39629 -21.45105 -0.48387 -6.989 0.966 -0.095 0.15
C -5.13406 -21.42442 -0.49416 5.801 -1.732 6.499 -0.70
N -4.64652 -21.27639 -1.66453 3.590 0.382 -2.364 0.20
O -4.40229 -21.70462 0.63201 -3.080 1.163 -5.005 -0.10
H -6.74076 -21.61568 0.43816 -0.919 0.230 0.307 0.13
H -7.01698 -21.03043 -1.25711 1.400 -1.152 1.964 0.18
H -3.64533 -21.40557 -1.71184 0.089 0.255 -0.611 0.08
H -5.19555 -21.02469 -2.45116 -0.222 0.032 -0.575 0.11
N -2.26813 -24.10038 -5.78662 -1.886 -0.597 0.484 0.15
C -0.96693 -23.89754 -5.56613 3.268 -3.703 -8.049 -0.63
N -0.64266 -23.05275 -4.64927 1.018 3.081 4.635 0.16
O -0.08359 -24.41261 -6.51318 -3.524 2.351 5.127 -0.16
H -2.51945 -24.76707 -6.49532 0.566 0.008 -0.269 0.11
H -2.90921 -24.12526 -4.97556 0.692 0.386 -0.645 0.04
H 0.35600 -22.96986 -4.38299 -1.248 -0.092 -0.552 0.14
H -1.34513 -22.54760 -3.99604 1.726 -1.326 -1.680 0.11
C -0.46106 -25.35655 -0.46396 2.028 -0.513 1.297 -0.11
C -0.90634 -24.22244 -1.31130 -0.159 -1.679 0.306 -0.34
O -2.20702 -23.84469 -0.85730 0.285 0.255 1.534 -0.12
H -0.44076 -25.09415 0.62919 0.624 0.103 -0.860 0.10
H 0.52587 -25.79546 -0.83234 -1.230 0.562 0.781 0.12
H -1.20853 -26.09142 -0.47189 -0.961 -1.467 -0.421 0.05
H -0.93493 -24.69146 -2.31431 -0.374 1.031 0.067 0.11
H -0.12635 -23.49401 -1.22088 -0.023 1.220 -0.404 0.11
H -2.21390 -23.97129 0.15710 -0.130 0.580 -2.443 0.13
C -3.90720 -25.31420 -3.08195 0.246 -0.122 2.590 -0.10
O -3.55951 -24.01377 -3.49357 -0.154 1.426 0.210 -0.22
H -2.99095 -25.86971 -3.12380 0.228 -1.084 -0.458 0.08
H -4.74839 -25.75716 -3.62421 0.343 0.426 -0.067 0.11
H -4.11407 -25.22492 -1.98337 -0.380 -0.525 -1.055 0.08
H -2.93501 -23.64656 -2.84133 -0.408 -0.239 0.054 0.06
C -2.53956 -20.11324 -3.64245 1.127 1.131 0.535 -0.10
O -2.04418 -21.04681 -2.66447 -1.686 -2.022 -2.823 -0.13
H -1.69901 -19.53969 -4.08335 -0.470 -0.476 -0.010 0.10
H -3.14180 -19.42558 -3.09388 -0.597 0.866 0.242 0.07
H -3.16963 -20.50671 -4.41117 -0.006 -1.009 -0.359 0.08
H -1.53616 -20.53332 -2.11011 1.914 1.465 2.169 0.06
C -5.57832 -24.89661 0.32104 -0.493 -0.560 -0.585 -0.11
O -6.08228 -24.35813 -0.88977 -0.651 -1.448 -0.306 -0.16
H -4.48391 -24.80555 0.29566 -0.156 -0.961 0.093 0.07
H -6.10241 -25.89457 0.33984 1.410 0.699 0.370 0.11
H -5.86889 -24.33469 1.18797 -0.482 0.409 0.453 0.07
H -5.92889 -23.44248 -0.95973 0.588 1.699 0.491 -0.01

No. 2
11
Properties=species:S:1:pos:R:3:forces:R:3:lowdin_charge:R:1 method="wB97M-V/def2-TZVPD" homo_lumo_gap_ev=8.981 charge=-1 e_tot_ha=-1041.04053
O 2.41527 -0.97360 0.05196 0.636 -1.037 -0.274 -0.49
P 1.59999 0.25227 0.00759 0.431 0.378 0.963 0.35
N 0.36303 0.39520 1.02362 0.470 0.629 -1.239 -0.33
P -1.01180 -0.18861 0.49877 -0.055 0.374 1.021 0.10
O -1.72833 -1.01741 1.44717 -1.255 -1.331 1.087 -0.33
O -0.82079 -0.98144 -0.89333 -0.024 -0.801 -0.461 -0.21
O -2.00022 1.00884 0.07515 0.128 0.803 -0.982 -0.17
H 1.21076 0.51192 -1.32635 -0.069 0.304 -0.040 -0.02
H 2.44446 1.33226 0.34309 -0.123 0.332 -0.228 -0.03
H -0.90698 -1.92288 -0.64735 0.116 0.543 -0.286 0.08
H -1.56538 1.58344 -0.58030 -0.255 -0.194 0.438 0.06

No. 3
33
Properties=species:S:1:pos:R:3:forces:R:3:lowdin_charge:R:1 method="wB97M-V/def2-TZVPD" homo_lumo_gap_ev=9.159 e_tot_ha=-876.26599 smiles="N[C@@H](CCC(=O)O)C(=O)N1CCC[C@H]1C(=O)O" e_above_lowest_kj_mol=436.8
N 0.52531 -1.43790 1.60924 1.249 0.795 0.783 0.03
C 0.80923 -1.33463 0.26972 -0.320 0.524 -4.945 -0.25
C 0.17240 -2.58167 -0.45017 0.363 0.885 -0.089 -0.16
C 1.18484 -3.57549 -0.95005 1.155 -2.806 0.064 -0.12
C 2.09068 -2.84685 -1.94477 -2.071 0.385 -2.985 -0.52
O 3.19643 -2.40709 -1.92991 0.738 -0.636 1.200 0.13
O 1.26878 -2.56611 -3.00777 -1.166 -1.021 0.237 0.07
C 0.34451 0.11172 -0.56184 0.056 -2.047 2.269 -0.29
O 0.61262 0.33735 -1.72685 -0.123 -0.236 0.931 0.08
N -0.33351 0.99579 0.26429 -0.580 -4.302 -0.019 -0.03
C -0.87309 0.88569 1.64271 -1.574 1.593 2.410 -0.09
C -2.25423 1.72797 1.51582 3.384 3.715 -0.154 -0.10
C -2.08359 2.59164 0.19139 -2.637 -1.673 1.155 -0.11
C -0.73749 2.17582 -0.28890 2.117 4.924 -1.223 -0.27
C 0.39202 3.16077 0.16711 -0.199 1.578 -0.154 -0.43
O 1.10063 2.99181 1.11365 0.170 -0.654 0.623 0.12
O 0.51223 4.35252 -0.50199 -0.511 1.355 1.894 0.06
H -0.41847 -1.57513 1.91891 0.623 -0.500 0.126 0.08
H 1.34575 -1.58111 2.13730 0.003 -0.202 1.367 0.09
H 1.88920 -1.36954 -0.09950 -1.027 0.301 1.588 0.15
H -0.46640 -3.07038 0.25201 -0.568 -0.252 0.442 0.10
H -0.39941 -2.25608 -1.28973 -0.564 0.081 -0.682 0.10
H 0.68962 -4.66386 -1.21285 1.098 3.043 -0.407 0.18
H 1.93402 -3.94038 -0.25421 -0.193 0.362 1.111 0.11
H 1.60986 -2.22804 -3.83382 0.989 0.470 0.166 0.12
H -0.12821 1.40469 2.29232 -0.729 -0.266 -0.397 0.12
H -1.14907 -0.03660 2.28062 0.529 1.241 -2.199 0.12
H -2.49422 2.63029 2.13603 0.741 -1.631 1.067 0.11
H -3.05803 1.10734 1.52030 -2.317 -1.791 -0.247 0.05
H -2.78853 2.11927 -0.46487 -0.341 -0.117 -0.930 0.10
H -2.54601 3.61305 0.30869 1.692 -0.668 -0.198 0.14
H -0.72718 2.25748 -1.36383 0.254 -0.723 -0.463 0.16
H 0.77928 5.00763 0.26096 -0.240 -1.727 -2.342 0.18

No. 4
79
Properties=species:S:1:pos:R:3:forces:R:3:lowdin_charge:R:1 method="wB97M-V/def2-TZVPD" homo_lumo_gap_ev="6.800 / 6.993" s2=8.7800 charge=-1 e_tot_ha=-3537.98305 spin_multiplicity=6
Sm -0.41575 -0.71627 -0.20571 0.627 0.235 -0.872 1.08
C -3.69868 -3.42569 0.37169 -0.126 0.064 -0.132 -0.27
Si -1.84060 -3.25006 0.01894 -0.245 -0.170 0.190 0.45
C -1.51269 -4.60755 -1.27190 0.043 0.099 -0.165 -0.26
C -1.08660 -3.98080 1.63600 -0.045 -0.034 -0.192 -0.35
C -1.40033 -5.32101 1.88849 0.076 -0.236 0.240 -0.12
C -0.93403 -5.99210 3.00964 -0.074 0.039 -0.129 -0.10
C -0.12795 -5.32006 3.91622 0.071 0.187 0.010 -0.10
C 0.18208 -3.98684 3.68803 -0.014 -0.277 0.096 -0.12
C -0.28364 -3.29307 2.56459 0.164 0.139 0.084 -0.35
Si 0.18909 -1.42081 2.50409 -0.059 -0.358 0.478 0.44
C 2.04095 -1.40282 2.93539 0.097 0.125 -0.116 -0.24
C -0.63928 -0.81047 4.09748 -0.049 0.262 -0.002 -0.25
H -3.93192 -4.45343 0.66645 -0.047 0.029 0.012 0.02
H -4.30176 -3.17782 -0.50823 0.026 -0.019 0.049 0.01
H -4.00194 -2.75980 1.18093 -0.055 -0.009 0.060 0.01
H -1.77052 -5.59845 -0.89297 -0.011 -0.036 -0.035 0.01
H -0.46382 -4.62210 -1.57715 0.004 -0.044 -0.007 0.01
H -2.11409 -4.42643 -2.16844 0.031 0.000 0.015 0.02
H -2.03276 -5.86341 1.19362 0.012 -0.008 0.006 0.08
H -1.19418 -7.03039 3.17689 -0.017 -0.023 -0.022 0.09
H 0.25312 -5.82966 4.79307 0.006 0.005 0.024 0.09
H 0.80323 -3.46867 4.41200 -0.015 -0.049 0.006 0.08
H 2.26609 -2.03217 3.80003 0.026 0.028 0.007 0.01
H 2.36152 -0.38234 3.16853 -0.005 -0.023 -0.011 0.01
H 2.64991 -1.75001 2.09660 0.046 -0.012 0.036 0.01
H -0.28827 -1.39570 4.95260 -0.032 0.024 0.001 0.02
H -1.72377 -0.91537 4.03206 -0.038 -0.015 0.049 0.02
H -0.41728 0.24427 4.28914 -0.005 -0.046 0.017 0.01
N 1.95516 -3.62575 -0.01506 0.003 0.030 -0.041 0.21
C 2.25985 -2.60420 -0.84107 0.468 -0.474 0.035 -0.50
O 1.36385 -1.71715 -1.07597 -0.451 0.304 0.203 -0.28
C 3.53680 -2.56361 -1.42491 0.030 0.229 -0.148 -0.20
C 4.49484 -3.55615 -1.09290 -0.015 0.027 0.016 -0.24
N 5.23690 -4.38500 -0.77767 -0.128 0.082 -0.045 0.12
C 3.90288 -1.51885 -2.31735 -0.038 -0.053 0.126 -0.22
N 4.23117 -0.67576 -3.03391 -0.027 -0.070 0.036 0.14
H 1.10137 -3.60719 0.52092 -0.057 -0.056 0.049 0.06
H 2.66708 -4.28863 0.24250 -0.018 -0.002 0.024 0.11
C 0.78297 2.72286 2.09558 -0.103 -0.006 -0.009 -0.23
Si 1.31011 2.77686 0.27539 0.121 -0.228 0.200 0.28
C 2.10634 4.46445 0.01188 -0.084 0.075 -0.143 -0.22
C 2.67068 1.46988 0.11073 0.040 0.112 -0.040 -0.22
Si -0.46900 2.11894 -1.11814 -0.073 0.682 -0.024 0.27
Si 0.24198 2.60732 -3.29257 0.034 -0.327 -0.173 0.29
C 1.63787 1.40941 -3.68801 0.061 0.020 -0.009 -0.24
C -1.18031 2.24656 -4.48488 -0.081 0.006 -0.015 -0.24
C 0.85808 4.34202 -3.69902 -0.037 0.133 0.171 -0.22
Si -2.23070 3.55183 -0.57818 -0.293 -0.127 0.140 0.28
C -2.76951 3.16094 1.19338 0.021 0.041 0.092 -0.24
C -2.00944 5.42365 -0.67267 0.245 0.042 -0.076 -0.22
C -3.72086 3.16425 -1.67584 -0.015 -0.046 -0.123 -0.24
H 1.65195 2.61210 2.75323 -0.021 0.024 -0.066 0.03
H 0.11192 1.87813 2.28569 0.036 0.033 0.057 -0.01
H 0.25430 3.63545 2.38756 0.000 -0.055 -0.014 0.02
H 2.90620 4.63720 0.73901 -0.037 -0.040 -0.010 0.03
H 1.36415 5.26121 0.12153 0.058 -0.023 -0.010 0.02
H 2.53398 4.54603 -0.99047 0.011 0.011 0.065 0.01
H 3.39427 1.52897 0.93131 -0.058 0.035 -0.044 0.04
H 3.21933 1.56830 -0.83117 -0.062 -0.071 0.028 0.02
H 2.25785 0.45638 0.12459 0.100 -0.078 0.027 -0.02
H 1.43880 0.41550 -3.27885 0.036 0.003 -0.037 0.01
H 2.58302 1.74045 -3.24724 -0.043 -0.060 -0.016 0.02
H 1.80672 1.29212 -4.76382 -0.026 0.065 0.050 0.03
H -1.63913 1.28076 -4.25363 0.011 0.040 -0.030 0.02
H -0.83060 2.21446 -5.52262 0.006 0.026 0.068 0.02
H -1.96282 3.00824 -4.41543 0.033 -0.049 -0.010 0.01
H 1.70493 4.61323 -3.06332 -0.045 0.008 -0.064 0.00
H 0.07749 5.09459 -3.55061 0.049 -0.033 -0.013 0.02
H 1.18898 4.39365 -4.74138 -0.033 -0.036 0.033 0.03
H -2.05036 3.55517 1.91760 -0.051 -0.050 -0.033 0.01
H -2.82174 2.07874 1.34552 -0.035 0.024 0.029 0.01
H -3.75252 3.58190 1.43287 0.065 -0.001 -0.057 0.03
H -1.23684 5.77235 0.01962 -0.041 -0.013 -0.042 0.01
H -2.94416 5.93598 -0.42471 0.008 -0.048 0.009 0.02
H -1.71252 5.73191 -1.68005 -0.014 0.002 0.060 0.01
H -3.94056 2.09208 -1.66852 0.002 0.058 -0.010 0.02
H -3.52791 3.45138 -2.71450 -0.030 -0.036 0.067 0.01
H -4.61895 3.69606 -1.34248 0.078 -0.007 0.016 0.02